No. 1
{
  "formula": "C2H5NO",
  "method": "ωB97M-V/def2-TZVPD",
  "spin_multiplicity": 1,
  "smiles": "NCC=O",
  "de_lowest_kcal_mol": 31.1,
  "total_charge": 0,
  "symbols": ["O", "C", "C", "N", "H", "H", "H", "H", "H"],
  "coordinates": [[-1.055694, -0.057260, 1.932703], [-0.581778, -0.580192, 0.958071], [-0.384186, 0.138140, -0.357650], [1.046968, 0.329766, -0.494140], [-0.203090, -1.622951, 1.009161], [-0.772190, -0.389612, -1.227897], [-0.946869, 1.078507, -0.327084], [1.439433, -0.082772, -1.328413], [1.457402, 1.186370, -0.164749]],
  "atomic_forces_ev_per_a": [[0.0, 0.0, -0.1], [-0.4, -0.2, 0.1], [0.1, 0.8, 0.0], [0.0, -0.7, -0.3], [0.1, 0.1, -0.1], [0.0, -0.4, 0.2], [0.1, 0.0, 0.1], [0.1, 0.5, 0.3], [-0.1, 0.0, -0.2]]
}

---

No. 2
{
  "formula": "C2H5NO2",
  "method": "ωB97M-V/def2-TZVPD",
  "spin_multiplicity": 1,
  "smiles": "COC(N)=O",
  "de_lowest_kcal_mol": 0.0,
  "total_charge": 0,
  "symbols": ["C", "C", "H", "H", "H", "H", "H", "N", "O", "O"],
  "coordinates": [[1.617945, 0.032030, 0.011154], [-0.703112, 0.271054, -0.000119], [2.344041, -0.784238, -0.002534], [1.729580, 0.631867, 0.911943], [1.767304, 0.672570, -0.863562], [-1.896084, -1.413739, -0.046385], [-2.731429, 0.119519, -0.016875], [-1.881338, -0.407643, 0.022082], [0.335167, -0.591936, -0.011818], [-0.582078, 1.470513, -0.003887]],
  "atomic_forces_ev_per_a": [[0.3, -0.1, -0.2], [-0.1, -0.2, 0.0], [-0.2, 0.2, 0.0], [0.0, 0.0, 0.0], [-0.1, -0.1, 0.1], [0.0, 0.3, 0.0], [0.0, 0.0, 0.0], [0.1, -0.2, 0.0], [-0.1, -0.1, 0.0], [-0.1, 0.1, 0.0]]
}

---

No. 3
{
  "formula": "C2H5NO2",
  "method": "ωB97M-V/def2-TZVPD",
  "spin_multiplicity": 1,
  "smiles": "CC(=O)NO",
  "de_lowest_kcal_mol": 76.6,
  "total_charge": 0,
  "symbols": ["C", "C", "H", "H", "H", "H", "H", "N", "O", "O"],
  "coordinates": [[-1.441137, -0.174399, 0.017075], [-0.008473, 0.261153, -0.177039], [-2.344168, 0.451969, -0.521957], [-1.567839, 0.084983, 1.288328], [-1.585891, -1.268588, -0.307197], [1.153299, -1.477442, -0.360169], [2.167196, 1.040371, 0.166478], [1.049795, -0.477492, -0.025440], [0.237352, 1.481642, -0.091666], [2.339865, 0.077802, 0.011588]],
  "atomic_forces_ev_per_a": [[-2.2, -0.3, 1.5], [-1.1, 4.7, 0.9], [3.0, -1.3, 1.2], [0.1, -1.3, -3.9], [0.0, 1.5, 1.1], [-0.4, 1.9, 0.8], [-0.3, -0.6, -0.2], [2.3, -5.2, -0.9], [-0.5, 0.1, -0.5], [-0.8, 0.5, 0.0]]
}

---

no.,HOMO level (eV),LUMO energy (eV),HOMO-LUMO gap (eV)
1,-9.22,1.0,10.194
2,-10.43,0.9,11.326
3,-9.53,0.7,10.241